Computed, not measured: a 2-piece molecular cluster, C5H14N2O overall at a distorted geometry, with ωB97M-V/def2-TZVPD.

Results
Energy   -383.00514 a.u.
ΔE to the lowest compared entry with this formula, charge and spin   88.8 kJ/mol
E_LUMO   -8.41 eV
Frontier orbital gap   10.0 eV
Total charge   +2

CARTESIAN COORDINATES (ANGSTROEM)
C (0.652, 0.481, 0.839)
C (-0.162, 0.025, -0.372)
C (-0.935, 1.158, -1.003)
C (-1.174, 2.364, -0.528)
C (-2.149, -0.317, -2.538)
N (-1.586, 0.785, -2.260)
N (1.834, -0.369, 1.159)
H (0.021, 0.565, 1.727)
H (0.934, 1.518, 0.796)
H (0.562, -0.416, -1.065)
H (-0.883, -0.739, -0.079)
H (-0.832, 2.676, 0.448)
H (-1.711, 3.069, -1.153)
H (-2.563, -1.034, -1.828)
H (-2.589, -0.519, -3.513)
H (-1.387, 1.406, -3.045)
H (1.764, -1.301, 0.749)
H (1.971, -0.488, 2.168)
H (2.693, 0.028, 0.782)
H (2.405, -2.991, 3.435)
H (1.354, -3.342, 2.453)
O (1.779, -2.559, 2.829)

Atom charges from the Mulliken analysis, given in e for atoms 1 to 5:
1 C -1.085
2 C -0.289
3 C 0.298
4 C -0.936
5 C -0.157



Computed, not measured: C5H14N2O2 as an isolated structure at a distorted geometry, with ωB97M-V/def2-TZVPD.

Results
Energy   -458.79968 a.u.
ΔE to the lowest compared entry with this formula, charge and spin   362.1 kJ/mol
E_LUMO   0.35 eV
Frontier orbital gap   8.8 eV

CARTESIAN COORDINATES (ANGSTROEM)
C (-1.927, 0.433, -1.820)
C (0.609, -0.799, -1.105)
C (0.725, -2.170, -0.453)
N (-1.988, 1.260, -0.846)
H (-2.516, 0.964, -0.032)
H (-0.792, 1.728, -0.516)
H (-1.304, 0.711, -2.660)
H (-2.475, -0.505, -1.855)
H (1.519, -0.515, -1.639)
H (-0.130, -0.873, -1.901)
H (1.528, -2.200, 0.280)
H (-0.193, -2.413, 0.080)
H (0.920, -2.947, -1.195)
C (-0.410, 0.748, 2.292)
C (0.706, 0.474, 0.192)
N (2.030, 0.331, 0.676)
O (-0.267, -0.022, 1.107)
O (0.436, 1.696, -0.252)
H (2.714, 0.863, 0.161)
H (2.190, 0.427, 1.667)
H (0.488, 0.680, 2.913)
H (-1.259, 0.329, 2.831)
H (-0.602, 1.803, 2.075)

Atom charges from the Mulliken analysis, given in e for atoms 1 to 5:
1 C -0.397
2 C -0.480
3 C -1.223
4 N -0.393
5 H 0.264



Computed, not measured: a 2-piece molecular cluster, C5H14N2O2 overall at a distorted geometry, with ωB97M-V/def2-TZVPD.

Results
Energy   -458.78376 a.u.
ΔE to the lowest compared entry with this formula, charge and spin   403.9 kJ/mol
E_LUMO   0.41 eV
Frontier orbital gap   9.6 eV
Structure (SMILES)   CN(C)N=O.CC(C)O

CARTESIAN COORDINATES (ANGSTROEM)
C (0.870, -1.400, 1.798)
N (0.306, -0.087, 1.590)
C (-0.689, 0.385, 2.512)
N (1.128, 0.973, 1.015)
O (2.183, 0.656, 0.520)
H (0.166, -2.164, 1.460)
H (1.783, -1.473, 1.201)
H (1.119, -1.567, 2.848)
H (-0.786, -0.182, 3.441)
H (-0.488, 1.418, 2.799)
H (-1.665, 0.350, 2.020)
C (-0.503, 1.544, -1.762)
C (-0.564, 0.081, -1.342)
C (0.566, -0.728, -1.961)
O (-1.810, -0.534, -1.631)
H (-0.550, 1.631, -2.850)
H (-1.343, 2.099, -1.345)
H (0.424, 1.994, -1.413)
H (-0.489, -0.071, -0.161)
H (1.521, -0.383, -1.567)
H (0.459, -1.784, -1.712)
H (0.563, -0.631, -3.048)
H (-2.201, -0.128, -2.413)

Atom charges from the Mulliken analysis, given in e for atoms 1 to 5:
1 C -1.045
2 N 0.345
3 C -0.964
4 N 0.028
5 O -0.386



Computed, not measured: C5H14N2O2 as an isolated structure at a distorted geometry, with ωB97M-V/def2-TZVPD.

Results
Energy   -458.75355 a.u.
ΔE to the lowest compared entry with this formula, charge and spin   483.2 kJ/mol
E_LUMO   0.16 eV
Frontier orbital gap   8.5 eV

CARTESIAN COORDINATES (ANGSTROEM)
C (-1.007, -1.773, 1.766)
C (0.511, 0.326, 2.244)
N (1.164, 1.154, 1.537)
O (-0.369, -0.676, 1.126)
O (0.319, -0.036, 3.372)
H (1.536, 1.938, 2.053)
H (1.046, 0.702, -0.241)
H (-0.263, -2.346, 2.318)
H (-1.771, -1.429, 2.470)
H (-1.453, -2.414, 1.002)
C (1.064, -0.820, -1.679)
C (0.534, 1.538, -2.075)
C (-1.529, 0.235, -0.006)
N (0.601, 0.442, -1.141)
H (2.083, -0.747, -2.084)
H (1.030, -1.560, -0.884)
H (0.286, 2.459, -1.547)
H (1.486, 1.695, -2.600)
H (-0.233, 1.346, -2.836)
H (-1.449, 1.271, 0.295)
H (-2.352, -0.282, 0.475)
H (-1.638, 0.126, -1.076)
H (0.404, -1.149, -2.489)

Atom charges from the Mulliken analysis, given in e for atoms 1 to 5:
1 C -0.772
2 C 0.590
3 N -0.642
4 O -0.292
5 O -0.554



Computed, not measured: a 2-piece molecular cluster, C5H14N2O3 overall at a distorted geometry, with ωB97M-V/def2-TZVPD.

Results
Energy   -533.94208 a.u.
ΔE to the lowest compared entry with this formula, charge and spin   620.7 kJ/mol
E_LUMO   0.61 eV
Frontier orbital gap   6.6 eV

CARTESIAN COORDINATES (ANGSTROEM)
C (1.411, -0.577, 1.473)
C (1.058, -1.309, -1.257)
N (0.071, -0.977, -0.235)
N (0.805, -0.107, 2.579)
O (-0.856, -2.091, -0.259)
H (-1.603, -1.724, 0.244)
H (0.250, -0.754, 3.122)
H (0.629, 0.896, 2.585)
H (1.568, -1.644, 1.423)
H (2.135, 0.068, 1.008)
H (0.588, -1.518, -2.222)
H (1.606, -2.203, -0.951)
H (1.743, -0.467, -1.348)
C (-1.207, 0.525, -1.914)
C (-0.704, 0.441, -0.480)
C (0.232, 1.506, -0.070)
O (-1.834, 0.308, 0.383)
O (-0.109, 2.083, 1.219)
H (-1.552, 0.739, 1.208)
H (-0.660, 2.867, 1.097)
H (0.442, 2.278, -0.805)
H (-1.700, -0.405, -2.205)
H (-0.386, 0.725, -2.604)
H (-1.927, 1.339, -1.991)

Atom charges from the Mulliken analysis, given in e for atoms 1 to 5:
1 C -0.353
2 C -1.143
3 N 0.217
4 N -0.324
5 O -0.552



Computed, not measured: C5H14N2OS as an isolated structure at a distorted geometry, with ωB97M-V/def2-TZVPD.

Results
Energy   -781.71761 a.u.
ΔE to the lowest compared entry with this formula, charge and spin   55.4 kJ/mol
E_LUMO   0.75 eV
Frontier orbital gap   8.8 eV

CARTESIAN COORDINATES (ANGSTROEM)
C (1.557, 1.447, -0.076)
C (-0.887, 1.598, 0.477)
C (0.562, 0.070, 1.831)
C (1.431, -1.640, -0.754)
C (0.349, 0.713, 0.474)
N (-2.251, -1.322, -0.034)
N (-2.917, -1.512, -1.042)
O (-0.272, -0.076, -2.025)
S (-0.142, -0.667, -0.694)
H (1.483, 1.492, -1.163)
H (1.585, 2.469, 0.301)
H (2.489, 0.959, 0.199)
H (-1.752, 1.005, 0.767)
H (-1.058, 1.992, -0.523)
H (-0.770, 2.430, 1.170)
H (-0.266, -0.604, 2.040)
H (1.493, -0.491, 1.867)
H (0.596, 0.831, 2.609)
H (1.301, -2.364, -1.551)
H (2.264, -0.990, -0.979)
H (1.553, -2.148, 0.194)
H (-3.028, -2.450, -1.477)
H (-3.321, -0.744, -1.612)

Atom charges from the Mulliken analysis, given in e for atoms 1 to 5:
1 C -1.784
2 C -1.823
3 C -1.723
4 C -1.090
5 C 1.590



Computed, not measured: one molecule with the formula C5H14N2S at a distorted geometry, with ωB97M-V/def2-TZVPD.

Results
Energy   -706.57618 a.u.
ΔE to the lowest compared entry with this formula, charge and spin   36.6 kJ/mol
E_LUMO   0.83 eV
Frontier orbital gap   9.1 eV
Structure (SMILES)   NCCNCCCS

CARTESIAN COORDINATES (ANGSTROEM)
N (-2.173, -1.496, 0.106)
C (-2.663, -0.118, -0.059)
C (-1.536, 0.905, 0.147)
N (-0.278, 0.376, -0.259)
C (0.902, 1.121, 0.151)
C (2.114, 0.709, -0.665)
C (2.558, -0.747, -0.451)
S (2.966, -1.172, 1.265)
H (-2.900, -2.160, -0.136)
H (-2.062, -1.629, 1.111)
H (-3.102, -0.003, -1.051)
H (-3.474, 0.081, 0.581)
H (-1.642, 1.297, 1.170)
H (-1.805, 1.723, -0.532)
H (-0.205, -0.618, -0.267)
H (1.033, 1.040, 1.232)
H (0.719, 2.189, 0.029)
H (2.949, 1.372, -0.436)
H (1.829, 0.822, -1.706)
H (1.705, -1.359, -0.753)
H (3.372, -0.993, -1.121)
H (1.694, -1.339, 1.643)

Atom charges from the Mulliken analysis, given in e for atoms 1 to 5:
1 N -0.649
2 C -0.578
3 C -0.671
4 N -0.141
5 C -0.693



Computed, not measured: one molecule with the formula C5H14N2S at a distorted geometry, with ωB97M-V/def2-TZVPD.

Results
Energy   -706.57545 a.u.
ΔE to the lowest compared entry with this formula, charge and spin   38.5 kJ/mol
E_LUMO   0.98 eV
Frontier orbital gap   9.6 eV
Structure (SMILES)   C[C@H](CCS)NCN

CARTESIAN COORDINATES (ANGSTROEM)
C (0.299, 1.550, 1.790)
C (0.382, 0.581, 0.574)
C (-1.045, 0.277, 0.083)
C (-1.042, -0.526, -1.211)
S (-2.679, -0.415, -2.034)
N (1.016, -0.696, 0.876)
C (2.456, -0.822, 0.818)
N (3.163, 0.395, 1.192)
H (0.606, 2.546, 1.496)
H (0.861, 1.137, 2.624)
H (-0.734, 1.669, 2.134)
H (0.902, 1.118, -0.219)
H (-1.530, -0.306, 0.859)
H (-1.537, 1.222, -0.127)
H (-0.798, -1.579, -1.069)
H (-0.265, -0.170, -1.895)
H (-2.200, -0.259, -3.262)
H (0.670, -1.062, 1.752)
H (2.745, -1.545, 1.574)
H (2.734, -1.184, -0.177)
H (4.167, 0.442, 1.108)
H (2.813, 1.212, 0.701)

Atom charges from the Mulliken analysis, given in e for atoms 1 to 5:
1 C -1.455
2 C 0.132
3 C -1.074
4 C -0.660
5 S -0.245



Computed, not measured: one molecule with the formula C5H14N2S at a distorted geometry, with ωB97M-V/def2-TZVPD.

Results
Energy   -706.56691 a.u.
ΔE to the lowest compared entry with this formula, charge and spin   61.0 kJ/mol
E_LUMO   0.82 eV
Frontier orbital gap   9.4 eV
Structure (SMILES)   CNC[C@H](CN)SC

CARTESIAN COORDINATES (ANGSTROEM)
C (2.180, -1.019, 1.589)
N (0.848, -0.312, 1.786)
C (0.495, 0.576, 0.640)
C (0.290, -0.181, -0.694)
C (0.183, 0.736, -1.923)
N (-0.930, 1.672, -1.924)
S (-1.033, -1.365, -0.610)
C (-2.356, -0.563, 0.317)
H (2.809, -0.313, 1.094)
H (2.559, -1.299, 2.573)
H (2.107, -1.857, 0.943)
H (0.141, -1.035, 1.967)
H (-0.443, 1.131, 0.909)
H (1.366, 1.342, 0.450)
H (1.164, -0.825, -0.814)
H (0.189, 0.127, -2.854)
H (1.111, 1.295, -1.898)
H (-1.017, 2.065, -0.924)
H (-1.772, 1.102, -2.120)
H (-2.909, 0.132, -0.325)
H (-3.067, -1.324, 0.620)
H (-1.915, -0.085, 1.198)

Atom charges from the Mulliken analysis, given in e for atoms 1 to 5:
1 C -0.932
2 N -0.326
3 C -1.365
4 C 0.613
5 C -0.961



Computed, not measured: one molecule with the formula C5H14N2S at a distorted geometry, with ωB97M-V/def2-TZVPD.

Results
Energy   -706.56164 a.u.
ΔE to the lowest compared entry with this formula, charge and spin   74.8 kJ/mol
E_LUMO   0.88 eV
Frontier orbital gap   9.6 eV
Structure (SMILES)   NCNCCCCS

CARTESIAN COORDINATES (ANGSTROEM)
N (-1.599, 2.823, -0.343)
C (-0.359, 2.249, -0.743)
N (0.510, 1.800, 0.362)
C (1.366, 0.642, -0.004)
C (1.028, -0.577, 0.850)
C (-0.330, -1.213, 0.622)
C (-0.388, -2.317, -0.430)
S (0.511, -3.742, 0.372)
H (-2.266, 2.312, 0.222)
H (-1.627, 3.814, -0.202)
H (-0.498, 1.470, -1.518)
H (0.137, 2.969, -1.424)
H (-0.161, 1.488, 1.056)
H (1.225, 0.343, -1.054)
H (2.387, 0.970, 0.108)
H (1.215, -0.419, 1.915)
H (1.847, -1.301, 0.655)
H (-0.881, -1.448, 1.544)
H (-1.014, -0.414, 0.315)
H (0.122, -2.022, -1.343)
H (-1.405, -2.554, -0.714)
H (0.179, -4.872, -0.246)

Atom charges from the Mulliken analysis, given in e for atoms 1 to 5:
1 N -0.482
2 C -0.315
3 N -0.449
4 C -0.610
5 C -0.751



Computed, not measured: one molecule with the formula C5H14N2S at a distorted geometry, with ωB97M-V/def2-TZVPD.

Results
Energy   -706.57027 a.u.
ΔE to the lowest compared entry with this formula, charge and spin   52.1 kJ/mol
E_LUMO   1.02 eV
Frontier orbital gap   9.9 eV
Structure (SMILES)   C[C@H](CS)NCCN

CARTESIAN COORDINATES (ANGSTROEM)
C (0.290, -0.749, 1.740)
C (0.062, 0.307, 0.663)
C (-1.315, 1.004, 0.732)
S (-1.286, 2.389, 1.919)
N (0.256, -0.117, -0.722)
C (1.389, -0.953, -1.029)
C (1.370, -1.336, -2.514)
N (0.487, -2.529, -2.673)
H (0.272, -1.819, 1.528)
H (-0.368, -0.748, 2.617)
H (1.318, -0.595, 2.089)
H (0.817, 1.079, 0.817)
H (-2.113, 0.282, 0.866)
H (-1.408, 1.517, -0.226)
H (-1.828, 1.803, 2.997)
H (-0.543, -0.680, -1.001)
H (2.358, -0.495, -0.795)
H (1.480, -1.914, -0.494)
H (0.904, -0.518, -3.061)
H (2.373, -1.553, -2.858)
H (1.051, -3.319, -2.938)
H (-0.153, -2.398, -3.443)

Atom charges from the Mulliken analysis, given in e for atoms 1 to 5:
1 C -1.291
2 C 0.271
3 C -1.011
4 S -0.225
5 N -0.322



Q: Which of these has the lowest E_LUMO?
A: C5H14N2O



Q: Among the records above, which one has the highest energy?
A: C5H14N2O